<A>
{
  "formula": "C2H7N3O",
  "method": "ωB97M-V/def2-TZVPD",
  "molar_mass_g_mol": 89.098,
  "lumo_energy_ha": 0.02996,
  "symbols": ["C", "C", "H", "H", "H", "H", "H", "H", "H", "N", "N", "N", "O"],
  "positions_angstrom": [[-1.61, 1.14, -1.15], [0.25, -1.33, 0.13], [-2.10, 0.11, -1.48], [-0.87, 1.67, -1.95], [-2.35, 2.06, -0.92], [-1.44, 0.81, 0.77], [0.49, -2.47, 0.18], [2.13, -1.61, 0.68], [0.53, 0.92, 0.00], [-0.78, 0.72, 0.09], [-0.75, -0.74, -0.25], [1.33, -0.73, 0.64], [1.65, 0.61, 0.68]],
  "lowdin_charge": [-0.100, -0.329, 0.097, 0.108, 0.100, 0.086, 0.150, 0.206, 0.163, -0.070, -0.030, -0.173, -0.208]
}



<B>
{
  "formula": "C2H7N3O",
  "method": "ωB97M-V/def2-TZVPD",
  "molar_mass_g_mol": 89.098,
  "lumo_energy_ha": 0.03582,
  "symbols": ["H", "N", "C", "N", "H", "H", "H", "N", "C", "O", "H", "H", "H"],
  "positions_angstrom": [[-2.97, -0.31, 0.81], [-2.18, -0.13, 0.22], [-1.70, -1.12, -0.41], [-0.73, -0.98, -1.36], [-2.11, -2.13, -0.50], [-0.53, -1.74, -1.98], [-0.06, -0.22, -1.33], [1.61, 0.62, 1.25], [1.88, 1.52, 0.24], [1.36, 1.50, -0.84], [0.95, -0.14, 1.14], [2.05, 0.74, 2.13], [2.42, 2.40, 0.63]],
  "lowdin_charge": [0.023, 0.056, -0.414, 0.074, 0.112, 0.075, 0.057, 0.121, -0.403, 0.008, 0.092, 0.074, 0.125]
}



Computed energies relative to the best structure, in kJ/mol: <A> 609.8; <B> 0.0



<A>
{
  "formula": "C2H7N3O",
  "method": "ωB97M-V/def2-TZVPD",
  "molar_mass_g_mol": 89.098,
  "lumo_energy_ha": 0.03357,
  "symbols": ["C", "N", "N", "C", "N", "O", "H", "H", "H", "H", "H", "H", "H"],
  "positions_angstrom": [[-1.21, -0.26, 0.58], [-0.32, -0.24, -0.52], [-0.86, 0.35, -1.69], [1.03, -0.07, -0.26], [1.42, 0.07, 0.94], [2.78, -0.03, 1.01], [-0.77, -0.66, 1.50], [-2.05, -1.01, 0.36], [-1.52, 0.79, 0.81], [-1.76, 1.02, -1.45], [-1.35, -0.40, -2.13], [1.75, -0.11, -1.12], [2.86, 0.55, 1.97]],
  "lowdin_charge": [-0.124, -0.302, 0.022, -0.193, -0.092, -0.140, 0.072, 0.106, 0.097, 0.143, 0.057, 0.151, 0.205]
}



<B>
{
  "formula": "C2H7N3O",
  "method": "ωB97M-V/def2-TZVPD",
  "molar_mass_g_mol": 89.098,
  "lumo_energy_ha": 0.00998,
  "symbols": ["H", "N", "C", "C", "N", "N", "O", "H", "H", "H", "H", "H", "H"],
  "positions_angstrom": [[-0.73, 2.22, -1.03], [-0.46, 1.42, -1.56], [0.13, 0.56, -0.70], [-0.03, 0.67, 0.81], [-0.76, -0.35, 1.46], [0.23, -0.81, -1.04], [1.50, -1.35, -0.43], [1.01, 0.67, 1.21], [-0.39, 1.79, 1.07], [-0.47, -1.33, 1.03], [-1.61, -0.33, 0.93], [0.36, -0.96, -2.04], [1.22, -2.22, 0.28]],
  "lowdin_charge": [0.007, 0.119, -0.378, -0.312, -0.009, -0.028, -0.155, 0.110, 0.154, 0.106, 0.057, 0.126, 0.203]
}



<C>
{
  "formula": "C2H7N3O",
  "method": "ωB97M-V/def2-TZVPD",
  "molar_mass_g_mol": 89.098,
  "lumo_energy_ha": 0.03528,
  "symbols": ["H", "N", "C", "N", "N", "O", "C", "H", "H", "H", "H", "H", "H"],
  "positions_angstrom": [[-2.86, -0.21, 0.59], [-2.07, -0.76, 0.27], [-1.10, -0.06, -0.17], [-0.94, 1.31, -0.16], [0.00, -0.75, -0.66], [1.20, -0.07, -0.98], [1.81, -0.30, 0.43], [-1.77, 1.87, -0.08], [-0.22, 1.65, -0.78], [-0.06, -1.76, -0.64], [2.83, 0.01, 0.23], [1.34, 0.38, 1.14], [1.84, -1.33, 0.80]],
  "lowdin_charge": [0.028, 0.088, -0.592, 0.134, -0.059, -0.138, -0.027, 0.097, 0.090, 0.142, 0.073, 0.079, 0.085]
}



Computed energies relative to the best structure, in kJ/mol: <A> 144.4; <B> 130.9; <C> 0.0



<A>
{
  "formula": "C2H7N3O",
  "method": "ωB97M-V/def2-TZVPD",
  "molar_mass_g_mol": 89.098,
  "lumo_energy_ha": 0.03517,
  "symbols": ["H", "N", "C", "N", "H", "H", "H", "N", "C", "O", "H", "H", "H"],
  "positions_angstrom": [[-2.75, 0.10, -0.27], [-1.80, 0.08, 0.06], [-1.40, -1.12, 0.21], [-0.14, -1.58, -0.19], [-2.06, -1.90, 0.61], [-0.21, -2.56, -0.39], [0.67, -1.18, 0.28], [0.66, 1.62, 0.14], [1.87, 1.11, -0.15], [2.36, 0.09, 0.30], [-0.10, 1.13, 0.59], [0.53, 2.54, -0.21], [2.35, 1.67, -0.97]],
  "lowdin_charge": [0.044, 0.035, -0.340, 0.083, 0.109, 0.073, 0.055, 0.130, -0.433, -0.021, 0.049, 0.092, 0.125]
}



<B>
{
  "formula": "C2H7N3O",
  "method": "ωB97M-V/def2-TZVPD",
  "molar_mass_g_mol": 89.098,
  "lumo_energy_ha": 0.03636,
  "symbols": ["C", "C", "N", "N", "O", "N", "H", "H", "H", "H", "H", "H", "H"],
  "positions_angstrom": [[-1.09, 1.27, 0.83], [0.03, 0.35, 0.73], [-0.59, -0.60, -1.61], [1.94, -0.75, 0.35], [-0.35, -1.07, -0.26], [1.26, 0.29, 0.86], [-1.11, -1.34, -2.06], [0.34, -0.53, -2.04], [2.86, -0.78, 0.76], [0.82, -1.38, -0.13], [-1.45, 1.54, -0.17], [-1.92, 0.84, 1.40], [-0.74, 2.17, 1.34]],
  "lowdin_charge": [-0.045, -0.227, 0.035, -0.073, -0.219, -0.048, 0.082, 0.081, 0.045, 0.120, 0.075, 0.082, 0.092]
}



Computed energies relative to the best structure, in kJ/mol: <A> 0.0; <B> 413.4



<A>
{
  "formula": "C2H7N3O",
  "method": "ωB97M-V/def2-TZVPD",
  "molar_mass_g_mol": 89.098,
  "lumo_energy_ha": 0.03131,
  "symbols": ["N", "N", "C", "O", "H", "H", "H", "H", "C", "N", "H", "H", "H"],
  "positions_angstrom": [[-0.49, 1.21, -0.87], [-0.68, 1.71, 0.43], [-1.13, 1.01, 1.48], [-1.23, 1.43, 2.60], [-1.38, 1.17, -1.37], [-0.11, 0.26, -0.81], [-0.38, 2.66, 0.57], [-1.40, -0.03, 1.20], [1.64, -1.86, -0.93], [0.59, -1.52, -0.34], [2.29, -2.69, -0.64], [1.94, -1.29, -1.80], [0.33, -2.07, 0.47]],
  "lowdin_charge": [0.007, -0.067, -0.404, 0.006, 0.077, 0.009, 0.141, 0.122, -0.104, 0.015, 0.071, 0.065, 0.062]
}



<B>
{
  "formula": "C2H7N3O",
  "method": "ωB97M-V/def2-TZVPD",
  "molar_mass_g_mol": 89.098,
  "lumo_energy_ha": 0.03242,
  "symbols": ["C", "N", "O", "C", "N", "N", "H", "H", "H", "H", "H", "H", "H"],
  "positions_angstrom": [[1.53, 1.29, 0.00], [0.96, -0.07, -0.28], [1.70, -1.21, 0.23], [-0.41, -0.35, -0.03], [-1.32, 0.50, 0.14], [-2.63, -0.07, -0.11], [2.60, 1.66, -0.41], [0.75, 1.92, -0.47], [1.64, 1.61, 1.14], [2.30, -1.47, -0.45], [-0.47, -1.42, -0.21], [-2.86, -1.12, -0.03], [-3.34, 0.39, 0.55]],
  "lowdin_charge": [-0.084, -0.198, -0.045, -0.241, -0.021, -0.074, 0.115, 0.064, 0.103, 0.078, 0.123, 0.094, 0.084]
}



<C>
{
  "formula": "C2H7N3O",
  "method": "ωB97M-V/def2-TZVPD",
  "molar_mass_g_mol": 89.098,
  "lumo_energy_ha": 0.02986,
  "symbols": ["H", "N", "C", "N", "C", "N", "O", "H", "H", "H", "H", "H", "H"],
  "positions_angstrom": [[-0.24, 2.03, -0.10], [0.73, 1.58, -0.13], [0.48, 0.31, -0.15], [-0.65, -0.44, -0.31], [-1.94, -0.05, 0.15], [1.50, -0.66, 0.05], [2.77, 0.00, -0.04], [-0.58, -1.37, -0.40], [-2.56, -0.87, 0.13], [-1.90, 0.28, 1.20], [-2.44, 0.76, -0.55], [1.55, -1.31, -0.66], [3.29, -0.25, 0.81]],
  "lowdin_charge": [0.064, 0.130, -0.501, -0.031, -0.108, -0.021, -0.101, 0.078, 0.044, 0.096, 0.123, 0.088, 0.141]
}



Computed energies relative to the best structure, in kJ/mol: <A> 0.0; <B> 241.0; <C> 110.2